This record from the OMol25 dataset describes a single C5H7N molecule in a non-equilibrium geometry. The level of theory is wB97M-V/def2-TZVPD.

Calculated values
**Total energy**: -249.31260 Eh
**LUMO energy**: 0.81 eV
**Frontier orbital gap**: 8.644 eV
**Energy relative to the best compared isomer or geometry (same formula, charge and spin)**: 100.8 kcal/mol
**SMILES string**: Cc1cc[nH]c1

Each line ends with the Löwdin charge.
CARTESIAN COORDINATES (ANGSTROEM)
C -1.33111 -0.86773 0.15955  -0.07
C -0.68477 0.38219 -0.42858  -0.28
C -0.07635 1.19083 0.53552  -0.09
N 1.25097 1.08532 0.43482  0.01
C 1.64587 0.20057 -0.61354  -0.16
C 0.39632 -0.04580 -1.22345  -0.13
H -0.46334 -1.38367 0.58678  0.07
H -2.02676 -0.65429 0.96780  0.07
H -1.77406 -1.54558 -0.56932  0.08
H -0.54214 1.67450 1.38681  0.13
H 1.91028 1.55293 1.03534  0.13
H 1.40418 -0.84549 -0.22022  0.13
H 0.29090 -0.74378 -2.05151  0.12